Below is 11 unconnected molecules or ions with the total composition C56H156N17O25P9, with properties calculated with wB97M-V/def2-TZVPD.

The geometry in XYZ format:
```
263
Properties=species:S:1:pos:R:3:lowdin_charge:R:1
P -1.369 0.791 -0.110 0.602
P -5.053 4.729 8.576 0.541
P -12.807 -2.833 -1.404 0.586
P 8.659 2.231 -10.272 0.697
P -6.061 -11.623 2.540 0.605
P 3.056 -8.362 -6.726 0.520
P 4.792 2.225 12.423 0.439
P 9.355 0.284 1.366 0.519
P 1.094 11.212 -5.782 0.604
O 1.822 -9.255 -6.059 -0.182
O 6.199 2.945 12.191 -0.214
O 3.654 3.087 12.026 -0.235
O -13.841 -2.296 -0.453 -0.253
O -12.777 -4.479 -1.497 -0.174
O 4.909 0.868 11.618 -0.172
O 4.297 -9.166 -6.842 -0.231
O -12.999 -2.471 -3.042 -0.219
O -5.091 -11.695 1.410 -0.294
O -11.249 -2.454 -1.081 -0.198
O -9.184 6.671 -3.623 0.077
O -0.387 10.968 -5.848 -0.313
O 0.801 -6.171 -1.360 0.044
O -0.324 -7.918 -0.732 0.045
O 10.150 2.538 -10.323 -0.329
O -10.209 5.615 -2.112 0.079
O 3.113 -7.006 -5.811 -0.165
O 8.878 -0.466 2.733 -0.166
O -6.086 5.013 7.616 -0.266
O 10.959 -0.156 1.227 -0.232
O 8.570 0.108 0.173 -0.203
O 2.459 -7.725 -8.067 -0.172
O -2.629 0.210 -0.725 -0.313
O 4.760 1.778 13.991 -0.180
O 9.468 1.856 1.891 -0.232
N 7.832 2.464 -8.821 -0.324
N -5.523 -12.236 4.021 -0.318
N -6.638 -10.009 2.890 -0.307
N 1.601 12.781 -5.307 -0.307
N 1.974 10.204 -4.673 -0.282
N -1.220 2.460 0.288 -0.288
N 7.663 3.426 -11.146 -0.315
N -7.414 -12.630 2.159 -0.300
N -0.027 0.449 -1.109 -0.291
N -9.263 5.830 -2.782 -0.501
N -0.188 -6.888 -1.421 -0.417
N -5.334 5.361 10.161 -0.280
N -0.911 -0.045 1.283 -0.308
N 8.127 0.656 -11.009 -0.320
N 1.789 11.000 -7.321 -0.279
N -3.502 5.344 8.111 -0.303
N -4.771 3.054 8.686 -0.272
C -6.700 5.585 10.557 -0.150
C 8.275 3.843 1.104 -0.066
C -7.345 -9.593 4.076 -0.136
C -1.182 -6.476 -2.483 0.043
C -4.331 -11.555 4.459 -0.128
C 6.408 3.687 11.031 -0.227
C 0.733 13.931 -5.134 -0.114
C 0.130 0.416 2.149 -0.151
C 9.637 3.040 1.047 -0.232
C -7.696 -12.996 0.758 -0.099
C 12.484 1.401 1.996 -0.072
C -4.284 5.642 11.261 -0.060
C -0.362 0.460 -2.561 -0.115
C 8.232 0.418 -12.475 -0.080
C 8.331 -0.509 -10.199 -0.170
C 5.833 1.144 14.652 -0.274
C -1.476 -1.336 1.555 -0.121
C 2.136 10.410 -3.212 -0.119
C -11.211 -0.698 0.597 -0.063
C -5.436 -13.685 4.090 -0.119
C 4.325 -6.628 -5.265 -0.327
C 2.951 13.138 -4.800 -0.139
C 1.009 11.063 -8.630 -0.089
C 0.020 -10.492 -6.956 -0.084
C -8.141 4.845 -2.592 0.051
C 7.794 -2.628 1.918 -0.072
C -3.241 6.532 7.432 -0.158
C 12.038 -0.092 2.151 -0.231
C 7.730 -1.236 2.621 -0.311
C -13.323 -1.087 -3.330 -0.289
C -14.731 -0.826 -3.796 -0.063
C 3.798 0.171 11.040 -0.297
C -5.929 -8.877 2.268 -0.123
C 3.384 -7.021 -8.888 -0.285
C 3.118 -0.714 11.981 -0.085
C 5.977 1.526 16.140 -0.057
C -4.215 2.378 9.925 -0.104
C 4.561 -5.148 -4.979 -0.065
C -4.866 2.281 7.368 -0.077
C -8.603 -12.843 3.017 -0.140
C -10.739 -2.206 0.222 -0.231
C -2.126 2.945 1.346 -0.116
C 6.497 1.879 -8.402 -0.096
C 2.640 -5.974 -9.720 -0.066
C 8.315 3.520 -7.909 -0.104
C -1.167 3.364 -0.914 -0.098
C -13.598 -5.091 -2.391 -0.346
C 6.252 3.082 -11.561 -0.103
C -2.286 4.638 8.627 -0.106
C 2.023 8.760 -5.028 -0.124
C 3.112 11.512 -7.621 -0.163
C -14.409 -6.218 -1.721 -0.066
C 1.458 -10.526 -6.545 -0.321
C 8.151 4.737 -11.397 -0.151
C 7.042 2.497 10.150 -0.053
C 1.272 1.044 -0.898 -0.132
H 0.381 14.212 -6.127 0.085
H 7.200 1.598 10.746 0.068
H 3.363 13.981 -5.353 0.079
H -5.648 -9.092 1.237 0.071
H 0.397 1.466 2.026 0.069
H 1.550 -11.211 -5.702 0.121
H -2.220 4.031 1.338 0.079
H 2.567 8.728 -5.972 0.059
H -2.117 3.725 8.055 0.070
H 6.097 1.112 -9.066 0.062
H -0.025 13.513 -4.472 0.078
H -3.344 2.825 10.406 0.047
H -0.503 4.226 -0.849 0.082
H 1.060 -0.142 2.040 0.083
H -9.393 -12.113 2.842 0.070
H 7.010 1.452 16.480 0.076
H -1.796 -5.734 -1.973 0.097
H 7.557 3.245 0.543 0.070
H 6.290 2.153 9.440 0.060
H 3.786 -1.366 12.544 0.085
H 2.907 13.462 -3.760 0.075
H 0.027 -9.726 -7.732 0.081
H 8.818 -1.268 -10.811 0.075
H -0.239 0.419 3.175 0.082
H 1.263 2.108 -1.138 0.068
H 4.050 -4.780 -4.090 0.070
H -7.784 4.910 -1.564 0.101
H 8.810 -0.347 -9.233 0.080
H -7.898 -8.665 3.934 0.080
H 4.116 -6.470 -8.298 0.103
H -4.002 1.325 9.742 0.071
H -0.670 -5.836 -3.202 0.091
H 9.010 4.573 -12.048 0.078
H 5.615 -4.990 -4.749 0.078
H 2.386 -1.299 11.423 0.090
H -8.548 -12.777 4.104 0.067
H 4.737 -7.282 -4.497 0.127
H 7.874 2.842 9.537 0.064
H 7.185 4.443 11.147 0.110
H -10.976 -2.858 1.062 0.110
H 8.583 2.976 -7.003 0.086
H -10.816 -0.582 1.606 0.062
H 5.741 0.071 14.484 0.113
H -4.967 -8.704 2.751 0.073
H 5.720 2.453 -10.847 0.050
H -3.142 2.611 1.136 0.081
H 3.707 12.358 -4.891 0.060
H -15.014 0.218 -3.935 0.082
H -6.768 6.506 11.135 0.078
H 1.435 11.169 -2.866 0.073
H 3.020 0.747 10.539 0.121
H 5.041 -6.796 -6.070 0.093
H -2.472 -1.472 1.135 0.077
H -13.719 -6.783 -1.094 0.074
H 7.405 -0.992 -9.889 0.067
H -2.192 6.777 7.265 0.080
H -0.827 2.882 -1.831 0.043
H 7.604 4.346 -7.883 0.082
H -7.337 5.696 9.679 0.068
H 8.407 4.895 0.851 0.069
H 8.708 -3.099 2.278 0.074
H -12.603 -1.022 -4.146 0.117
H 3.115 10.774 -2.899 0.066
H -0.826 -2.197 1.403 0.082
H 0.499 0.488 -3.229 0.077
H -15.096 -5.925 -0.927 0.069
H -0.810 1.428 -2.786 0.051
H 7.007 -3.334 2.181 0.069
H 1.979 9.552 -2.559 0.076
H 3.138 12.571 -7.877 0.079
H -4.051 -11.910 5.451 0.082
H 0.949 12.085 -9.005 0.078
H 1.035 8.379 -5.290 0.073
H 12.277 1.845 1.023 0.075
H -12.266 -0.441 0.510 0.058
H 2.036 0.631 -1.556 0.085
H -9.123 -13.791 2.872 0.076
H 1.561 1.000 0.152 0.059
H 8.349 5.332 -10.505 0.072
H 5.553 4.198 10.587 0.113
H 9.936 2.903 0.008 0.117
H 11.689 -0.153 3.182 0.109
H -3.742 6.470 6.466 0.082
H 2.263 -5.116 -9.163 0.078
H 6.168 2.661 -12.563 0.058
H -0.914 -0.453 -2.782 0.083
H -15.387 -1.328 -3.085 0.080
H 3.418 -5.615 -10.394 0.074
H 1.261 10.392 -9.451 0.075
H -2.414 4.334 9.666 0.033
H 2.000 -10.948 -7.391 0.122
H 6.426 1.368 -7.442 0.070
H 7.273 -1.367 3.602 0.120
H 6.720 1.400 14.073 0.105
H -9.651 -2.243 0.272 0.109
H -4.493 -10.486 4.321 0.071
H 2.628 -0.085 12.724 0.086
H -10.681 0.026 -0.022 0.061
H -0.586 -10.013 -6.188 0.073
H 5.512 2.492 16.339 0.075
H -4.018 4.682 11.704 0.062
H -0.445 -11.475 -7.037 0.086
H 7.480 1.004 -13.003 0.060
H 12.713 -0.909 1.897 0.118
H 7.648 -2.625 0.837 0.071
H -6.611 -9.325 4.837 0.071
H -7.678 -14.085 0.742 0.086
H -5.205 -14.094 3.107 0.079
H -1.663 -1.439 2.624 0.073
H -8.641 -12.511 0.514 0.077
H -6.408 -14.113 4.335 0.068
H -6.963 -12.501 0.120 0.069
H -8.405 3.964 -3.177 0.108
H 13.553 1.422 2.208 0.067
H 5.876 2.767 -8.287 0.075
H 3.588 10.991 -8.452 0.080
H 4.156 -0.333 10.142 0.121
H -4.980 2.189 10.679 0.070
H 1.123 14.743 -4.521 0.081
H -4.677 -14.032 4.792 0.085
H -5.640 2.653 6.696 0.070
H -3.424 6.140 10.814 0.063
H 7.907 -0.617 -12.575 0.077
H -3.902 2.330 6.862 0.061
H 0.004 10.685 -8.441 0.066
H 7.423 5.243 -12.030 0.076
H -1.343 5.184 8.640 0.082
H 5.655 3.993 -11.526 0.073
H 7.023 -0.768 1.936 0.100
H -2.187 3.720 -1.064 0.083
H -12.950 -0.411 -2.561 0.112
H 3.876 11.420 -6.849 0.064
H -1.759 -7.253 -2.985 0.097
H 12.033 1.929 2.836 0.070
H -3.592 7.353 8.058 0.079
H -7.949 -10.392 4.505 0.069
H 1.877 -6.382 -10.383 0.077
H -13.002 -5.531 -3.190 0.121
H -7.156 4.744 11.080 0.075
H 7.832 3.912 2.098 0.067
H -3.470 -11.963 3.928 0.085
H 10.404 3.618 1.561 0.102
H 5.329 1.038 16.867 0.068
H 4.113 -7.559 -9.494 0.123
H 2.532 8.033 -4.395 0.079
H -14.819 -1.317 -4.765 0.077
H 4.366 -4.492 -5.827 0.074
H -14.306 -4.420 -2.877 0.108
H -1.801 2.706 2.358 0.073
H -15.086 -6.718 -2.414 0.076
H -4.990 1.218 7.575 0.069
H 9.228 3.919 -8.351 0.066
H -7.354 5.419 -3.080 0.085
H 9.303 0.551 -12.630 0.089
H -4.602 6.404 11.972 0.075
H -6.564 -7.992 2.232 0.079
```

The HOMO-LUMO gap is 8.1 eV. The calculation puts the molar mass at 1746.72 Da. As for the SMILES: CN(C)P(=O)(N(C)C)N(C)C.CN(C)P(=O)(N(C)C)N(C)C.CN(C)P(=O)(N(C)C)N(C)C.CN(C)P(=O)(N(C)C)N(C)C.CN(C)P(=O)(N(C)C)N(C)C.CCOP(=O)(OCC)OCC.CCOP(=O)(OCC)OCC.CCOP(=O)(OCC)OCC.CCOP(=O)(OCC)OCC.C[N+](=O)[O-].C[N+](=O)[O-]. Its HOMO energy is -7.87 eV. As for the net charge: 0.